Record 1
{
  "formula": "C3H5NO2",
  "method": "ωB97M-V/def2-TZVPD",
  "elements": ["N", "C", "H", "C", "O", "H", "C", "O", "H", "H", "H"],
  "coordinates": [[-0.23803, -1.30136, 0.11340], [0.89955, -0.55956, 0.25971], [0.08308, 1.35190, 1.19210], [-1.12618, -0.13989, -0.03062], [2.07878, -0.81294, 0.22254], [1.47450, 1.52401, -0.80567], [0.10355, 0.75957, 0.26975], [0.50579, 1.55964, -0.81325], [-0.33579, -2.24531, -0.23772], [-1.49078, 0.02539, -1.04745], [-1.95909, -0.14602, 0.67933]],
  "nbo_charge": [-0.61, 0.65, 0.18, -0.22, -0.59, 0.49, 0.00, -0.70, 0.40, 0.20, 0.19],
  "e_above_lowest_kcal_mol": 28.6,
  "lumo_energy_ev": 0.94,
  "smiles": "O=C1NC[C@@H]1O",
  "energy_ev": -8776.456
}

***

Record 2
{
  "formula": "C3H5NO2",
  "method": "ωB97M-V/def2-TZVPD",
  "elements": ["O", "H", "O", "H", "H", "C", "C", "N", "C", "H", "H"],
  "coordinates": [[-0.76976, 0.60928, 1.79009], [-1.64002, 1.20704, 0.04919], [0.58554, -1.14982, -0.33529], [1.54085, 1.66162, -0.75675], [2.39429, -0.26510, -0.31073], [1.32661, -0.05795, -0.35255], [-1.05282, 0.46821, 0.62279], [0.81176, 1.09738, -0.36680], [-0.80069, -0.88846, -0.06102], [-1.40227, -1.03098, -0.96736], [-1.03735, -1.64325, 0.68501]],
  "nbo_charge": [-0.56, 0.13, -0.47, 0.37, 0.17, 0.44, 0.41, -0.72, -0.18, 0.19, 0.22],
  "e_above_lowest_kcal_mol": 52.0,
  "lumo_energy_ev": 0.87,
  "smiles": "[H]/N=C/OCC=O",
  "energy_ev": -8775.441
}

***

Record 3
{
  "formula": "C3H5NO2",
  "method": "ωB97M-V/def2-TZVPD",
  "elements": ["H", "O", "C", "N", "O", "C", "H", "H", "H", "C", "H"],
  "coordinates": [[2.41361, 0.27757, -0.03971], [1.67819, 0.19388, 0.57651], [0.64510, -0.55055, -0.04668], [-2.58065, -0.86973, -1.18154], [-0.53865, 1.54602, 0.02194], [-0.66685, 0.17609, 0.28700], [0.61816, -1.57903, 0.33292], [0.33857, 1.76771, 0.37718], [-0.92217, -0.00307, 1.34311], [-1.75511, -0.38321, -0.53579], [0.76979, -0.57568, -1.13493]],
  "nbo_charge": [0.49, -0.73, -0.08, -0.30, -0.69, -0.02, 0.18, 0.49, 0.20, 0.26, 0.18],
  "e_above_lowest_kcal_mol": 35.0,
  "lumo_energy_ev": 0.41,
  "smiles": "N#C[C@H](O)CO",
  "energy_ev": -8776.176
}

***

Record 4
{
  "formula": "C3H5NO2",
  "method": "ωB97M-V/def2-TZVPD",
  "elements": ["N", "C", "H", "O", "H", "C", "H", "H", "H", "C", "O"],
  "coordinates": [[-0.61694, 0.24390, 0.42223], [0.42990, -0.48114, -0.16536], [1.99717, -0.45435, -1.60829], [-2.33693, 0.58196, 1.78286], [-1.35680, -1.21220, 1.78185], [-1.48623, -0.19168, 1.40214], [-0.92317, 1.19572, 0.23632], [0.62357, 0.60023, -2.03224], [1.76811, 1.10255, -0.77649], [1.25237, 0.24059, -1.21191], [0.64894, -1.62559, 0.16890]],
  "nbo_charge": [-0.68, 0.70, 0.25, -0.57, 0.16, 0.54, 0.42, 0.23, 0.24, -0.72, -0.57],
  "e_above_lowest_kcal_mol": 3.6,
  "lumo_energy_ev": 0.73,
  "smiles": "CC(=O)NC=O",
  "energy_ev": -8777.537
}

***

Record 5
{
  "formula": "C3H5NO2S",
  "method": "ωB97M-V/def2-TZVPD",
  "elements": ["H", "H", "H", "C", "H", "O", "O", "C", "N", "H", "C", "S"],
  "coordinates": [[-1.62833, 1.91060, -1.11407], [1.78177, -1.09204, 0.70698], [-0.83736, 0.44626, -1.01040], [-0.02945, 1.87686, 0.12787], [0.16063, -0.91055, 1.15517], [0.02807, 3.06953, 0.35175], [3.08696, 0.79730, 1.99105], [0.85980, -0.57563, 0.49025], [-1.11354, 1.26980, -0.55045], [0.51157, -0.99736, -0.58261], [0.90555, 0.89410, 0.69951], [2.09988, 1.69993, 1.42537]],
  "nbo_charge": [0.39, 0.26, 0.38, 0.64, 0.23, -0.59, -0.89, -0.65, -0.81, 0.21, -0.47, 1.30],
  "e_above_lowest_kcal_mol": 28.4,
  "lumo_energy_ev": -0.71,
  "energy_ev": -19611.278
}

***

Record 6
{
  "formula": "C3H5NO2S",
  "method": "ωB97M-V/def2-TZVPD",
  "elements": ["H", "H", "N", "S", "C", "H", "O", "O", "C", "C", "H", "H"],
  "coordinates": [[-3.21355, -1.51051, 1.39660], [2.90359, 0.27319, 0.28397], [-3.12338, -0.70899, 0.80553], [0.64775, -1.42008, -0.32192], [0.84353, 0.09739, -0.77393], [0.33301, 0.43272, -1.68787], [-2.77924, 0.76801, -0.93538], [1.37985, -1.74197, 0.94179], [1.96198, 0.88788, -0.02660], [-2.86321, -0.02259, -0.09497], [1.44146, 1.18268, 0.92362], [2.46824, 1.76227, -0.51086]],
  "nbo_charge": [0.45, 0.25, -0.76, 1.14, -0.52, 0.26, -0.54, -0.91, -0.68, 0.85, 0.24, 0.24],
  "e_above_lowest_kcal_mol": 46.5,
  "lumo_energy_ev": 0.07,
  "energy_ev": -19610.494
}

***

Record 7
{
  "formula": "C3H5NO2S",
  "method": "ωB97M-V/def2-TZVPD",
  "elements": ["O", "H", "C", "N", "H", "H", "C", "H", "C", "S", "H", "O"],
  "coordinates": [[-2.52959, -0.98243, -0.04320], [-0.91679, -1.14932, -1.22833], [-0.83969, 0.70218, -0.05365], [0.34437, 1.25076, -0.16700], [2.55716, 1.37686, 0.92148], [-1.66284, 1.31154, -0.04628], [2.51052, 0.36873, 0.07500], [-2.70950, -0.41412, 0.93035], [-1.18964, -0.73706, -0.24243], [3.77723, -0.69565, -0.07163], [-0.57047, -1.23787, 0.64923], [1.22923, 0.20639, -0.72354]],
  "nbo_charge": [-0.67, 0.23, 0.04, -0.11, 0.24, 0.20, -0.03, 0.45, -0.13, 0.03, 0.18, -0.42],
  "e_above_lowest_kcal_mol": 123.7,
  "lumo_energy_ev": -0.31,
  "smiles": "OC/C=N\\OC=S",
  "energy_ev": -19607.148
}

***

Record 8
{
  "formula": "C3H5NO2S",
  "method": "ωB97M-V/def2-TZVPD",
  "elements": ["O", "S", "O", "C", "C", "H", "H", "C", "N", "H", "H", "H"],
  "coordinates": [[3.38260, 0.79655, 0.26116], [1.65891, -1.02418, -0.04420], [-1.09453, -0.56729, -0.01969], [3.19440, -0.36878, -0.03809], [-0.34558, 0.65465, -0.16253], [-2.90648, -1.26420, 1.01753], [-0.92295, 1.58763, -0.55161], [-2.43609, -0.15122, 0.12202], [0.86005, 0.55814, -0.17532], [4.05793, -1.03214, -0.31088], [-2.88433, -0.05755, -0.93337], [-2.56394, 0.86841, 0.83498]],
  "nbo_charge": [-0.51, 0.45, -0.56, 0.14, 0.36, 0.19, 0.20, -0.27, -0.55, 0.15, 0.20, 0.19],
  "e_above_lowest_kcal_mol": 104.3,
  "lumo_energy_ev": 0.52,
  "energy_ev": -19607.990
}

***

In the order shown, the computed Kohn-Sham gap values come out to 10.84 10.46 11.45 11.01 8.98 9.66 8.97 10.15 eV.
In the order shown, the computed HOMO energy values come out to -9.907 -9.583 -11.043 -10.275 -9.688 -9.589 -9.278 -9.634 eV.